This record from the OMol25 dataset describes C23H13N9S2SbSe4Tc as an isolated structure. The level of theory is ωB97M-V with the def2-TZVPD basis set.

```
53
C23H13N9S2SbSe4Tc ωB97M-V with the def2-TZVPD basis set
Tc 0.96327 0.12223 -0.31674
C -4.28762 2.03736 0.66046
C -3.62709 1.47353 1.74659
C -2.51561 0.67003 1.54368
C -2.05289 0.44808 0.25219
C -2.71195 1.00224 -0.83347
C -3.83473 1.79445 -0.62868
N -0.90430 -0.38658 0.02664
C -1.08884 -1.74486 0.18785
C -2.31536 -2.42448 0.11520
C -2.31742 -3.79172 0.24201
C -1.13053 -4.51718 0.47011
C 0.07450 -3.86946 0.56568
C 0.08100 -2.47831 0.42079
N 1.17771 -1.64442 0.49219
N 2.30042 -2.10754 0.95363
C 3.20617 -1.11100 1.00742
C 4.48317 -1.34273 1.55875
C 5.33091 -0.29271 1.73478
C 4.91136 1.00589 1.37198
C 3.68578 1.17797 0.81217
N 2.83602 0.13368 0.56840
H -5.15799 2.66307 0.82051
H -3.96694 1.67178 2.75562
H -1.98714 0.22865 2.38092
H -2.34722 0.80002 -1.83274
H -4.34935 2.22445 -1.47776
H -3.22905 -1.87892 -0.08346
H -3.25421 -4.32385 0.14420
H -1.17056 -5.59557 0.56987
H 1.00183 -4.39623 0.74531
H 4.72939 -2.35657 1.84971
H 6.31406 -0.44744 2.16351
H 5.55549 1.86386 1.51295
H 3.34289 2.15442 0.51324
S 0.54581 2.01443 1.25790
C -0.48873 3.07634 0.37297
S -0.43067 3.26548 -1.38665
C -1.41267 3.87036 0.99542
C -1.63349 3.76280 2.41255
N -1.81465 3.68206 3.54776
C -2.20642 4.80568 0.24412
N -2.81916 5.55045 -0.38678
N 0.85032 -0.81029 -2.09836
C 0.06684 -1.41769 -2.74142
N -0.72169 -1.96039 -3.53393
C -1.64748 -2.89843 -3.43023
N -2.48511 -3.69613 -3.35025
Se 3.75664 -1.95694 -3.84649
Sb 3.78420 0.27633 -3.13416
Se 1.53380 2.25853 -1.61892
Se 1.79544 1.82190 -3.90957
Se 5.58187 1.59338 -2.40744
```

Highest occupied orbital energy: -8.4 eV
Energy relative to the best compared isomer or geometry (same formula, charge and spin): 117.8 kJ/mol

=====

This record from the OMol25 dataset describes C23H14AsFO5SW as an isolated structure. The level of theory is ωB97M-V with the def2-TZVPD basis set.

```
46
C23H14AsFO5SW ωB97M-V with the def2-TZVPD basis set
W 0.48682 0.85029 0.33133
S -0.72066 1.42387 -1.48438
C -2.45977 1.69818 -1.10815
C -3.29790 2.01371 -2.17308
C -4.65710 2.17831 -1.95769
C -5.19475 2.02332 -0.68571
C -4.36126 1.71378 0.37757
C -2.99687 1.55997 0.16446
As -1.73090 1.21341 1.56941
C -2.58514 0.00088 2.79489
C -3.42957 0.49401 3.78525
C -4.07847 -0.38824 4.63650
C -3.88165 -1.75551 4.50095
C -3.03665 -2.24454 3.51490
C -2.38563 -1.37005 2.65684
C -1.64616 2.88873 2.52655
C -2.20129 4.05035 2.00651
C -2.07460 5.24483 2.70400
C -1.39622 5.27710 3.91245
C -0.83604 4.11533 4.42899
C -0.95466 2.92263 3.73510
H -2.88185 2.11760 -3.16749
H -5.30401 2.41994 -2.79098
H -6.25811 2.13994 -0.52487
H -4.77296 1.58613 1.37225
H -3.57406 1.56143 3.90222
H -4.73430 -0.00641 5.40798
H -4.38586 -2.44138 5.16917
H -2.87474 -3.30916 3.41068
H -1.71923 -1.75693 1.89826
H -2.73208 4.02799 1.06289
H -2.50688 6.15046 2.29934
H -1.29980 6.20948 4.45304
H -0.30264 4.14010 5.37000
H -0.51400 2.01772 4.13835
O 2.65077 -4.83789 -0.86138
C 2.23923 -3.74017 -0.64628
C 2.81231 -2.42118 -1.22958
O 3.74931 -2.31502 -1.96929
C 1.93476 -1.38043 -0.65813
C 0.98913 -1.92248 0.16162
O 0.17238 -1.04177 0.75515
C 1.04424 -3.36805 0.26625
O 0.35652 -4.13030 0.89724
O 1.90200 -0.08862 -0.81900
F 1.43357 2.29369 0.96151
```

Highest occupied orbital energy (spin up / spin down): -8.5 / -8.5 eV
Energy relative to the best compared isomer or geometry (same formula, charge and spin): 0.0 kJ/mol

=====

This record from the OMol25 dataset describes C23H14AuN4O5S as an isolated structure. The level of theory is ωB97M-V with the def2-TZVPD basis set.

```
48
C23H14AuN4O5S ωB97M-V with the def2-TZVPD basis set
Au -0.01462 -0.12888 -0.11021
O 1.14961 7.04947 0.14952
C 0.01317 6.54485 0.13574
O -1.11833 7.05977 0.16760
C 0.00550 4.99269 0.07442
C -1.17900 4.28094 0.04928
C -1.15432 2.89457 -0.00475
N -0.00743 2.20314 -0.03413
C 1.14606 2.88322 -0.02652
C 1.18221 4.27024 0.02634
C 2.40833 2.09542 -0.11584
C 3.65592 2.62963 0.20805
C 4.77784 1.83519 0.07352
C 4.63630 0.52652 -0.36965
C 3.36059 0.07025 -0.64916
N 2.28359 0.83929 -0.53102
C -2.42222 2.11480 -0.07181
C -3.66310 2.65003 0.27473
C -4.78777 1.85648 0.15982
C -4.65635 0.54774 -0.28769
C -3.38646 0.09218 -0.59105
N -2.30747 0.85975 -0.49124
H -2.10030 4.84638 0.04915
H 2.10794 4.82792 0.00800
H 3.74557 3.64287 0.57252
H 5.75503 2.22997 0.32185
H 5.49252 -0.12396 -0.48575
H 3.18452 -0.94735 -0.98270
H -3.74449 3.66339 0.64112
H -5.75996 2.25162 0.42636
H -5.51553 -0.10142 -0.38821
H -3.21558 -0.92621 -0.92795
O -0.19539 -2.50063 2.33616
C -0.08493 -2.93166 1.20657
N -0.00678 -2.19006 0.06349
S 0.10123 -3.06886 -1.30461
O 1.37798 -2.88308 -1.94400
O -1.07234 -2.91387 -2.12207
C 0.06058 -4.63572 -0.47569
C 0.11521 -5.90919 -1.00413
C 0.05524 -6.97562 -0.11439
C -0.05723 -6.75065 1.25571
C -0.11175 -5.45802 1.76367
C -0.04986 -4.40034 0.87782
H 0.20044 -6.06093 -2.07252
H 0.09569 -7.98954 -0.49180
H -0.10226 -7.59656 1.92990
H -0.19760 -5.26576 2.82557
```

Total charge: -1
Highest occupied orbital energy: -5.5 eV

=====

This record from the OMol25 dataset describes C23H15F6GaN2O4PS7 as an isolated structure. The level of theory is ωB97M-V with the def2-TZVPD basis set.

```
59
C23H15F6GaN2O4PS7 ωB97M-V with the def2-TZVPD basis set
Ga -0.21986 1.05099 0.59597
S 0.69480 5.33137 6.07606
C 0.59191 4.35296 4.75132
S -0.03906 4.86896 3.23105
C 0.13204 3.35485 2.38006
C 0.68065 2.34572 3.08307
S 0.95459 0.71548 2.51168
S 1.13528 2.71875 4.72490
S -0.50502 3.27700 0.75357
F 2.85135 -1.65492 -1.28272
C 3.43982 -0.45357 -1.27060
F 4.12232 -0.33463 -0.14006
F 4.28553 -0.39085 -2.28311
S 2.14723 0.88095 -1.41756
O 0.99056 0.21170 -0.78644
O 2.06388 1.12013 -2.81775
N 2.50687 2.05501 -0.47549
S 3.59885 3.17287 -0.74558
O 4.73894 2.67971 -1.45867
O 3.02135 4.42667 -1.09876
C 4.15600 3.38958 1.00464
F 4.48568 2.22385 1.54823
F 5.22814 4.18437 1.02235
F 3.20049 3.95077 1.73722
N -1.70440 0.05124 0.21806
P -2.78050 -0.43825 1.21336
C -2.56543 -2.16490 1.76976
C -3.60618 -3.07854 1.91001
C -3.35028 -4.37190 2.34774
C -2.05375 -4.76078 2.65162
C -1.00902 -3.85603 2.50964
C -1.26361 -2.56745 2.06569
C -2.90005 0.51726 2.75985
C -3.14376 1.88335 2.62175
C -3.06474 2.72881 3.71744
C -2.73313 2.21577 4.96629
C -2.50940 0.85353 5.11377
C -2.59632 0.00527 4.01727
C -4.45135 -0.37749 0.51594
C -4.58356 -0.35320 -0.86996
C -5.84610 -0.32022 -1.44567
C -6.97788 -0.30347 -0.63993
C -6.84932 -0.31222 0.74218
C -5.58689 -0.34707 1.32012
H -4.62098 -2.78859 1.66910
H -4.16762 -5.07672 2.44724
H -1.85508 -5.76979 2.99272
H 0.00721 -4.15447 2.73898
H -0.44842 -1.86535 1.94371
H -3.36362 2.29325 1.64354
H -3.23318 3.79104 3.59149
H -2.63588 2.88082 5.81601
H -2.24470 0.44786 6.08377
H -2.39678 -1.05340 4.14405
H -3.68556 -0.34369 -1.47744
H -5.94585 -0.29839 -2.52392
H -7.96322 -0.27171 -1.09063
H -7.73094 -0.28217 1.37160
H -5.48372 -0.33412 2.39981
```

Total charge: -1
Highest occupied orbital energy: -4.9 eV

=====

Q: Which energy values were calculated for the entries above? A: -329263.3095 -110533.1009 -54806.9065 -189086.3416, in eV.